[1]
Below is C15H15LuN5O5S5 as an isolated structure, with properties calculated with ωB97M-V/def2-TZVPD.

Charge = -1
Strongest force on any atom = 0.58 eV/A
Frontier orbital gap = 5.503 eV
Molecular weight = 680.62 g mol⁻¹
E = -121292.76078 eV

Geometry (Å):
Lu1 -0.107 0.008 -0.272
O1 0.034 -0.650 2.162
C1 1.321 -0.723 2.770
C2 2.242 -1.354 1.743
N1 2.275 -0.564 0.512
C3 2.972 0.715 0.703
C4 2.042 1.836 1.186
O2 2.487 2.733 1.891
O3 0.837 1.728 0.761
C5 2.852 -1.294 -0.617
C6 2.483 -0.570 -1.927
O4 3.257 -0.584 -2.871
O5 1.335 0.017 -1.892
H1 -0.599 -0.154 2.689
H2 1.282 -1.363 3.657
H3 1.667 0.269 3.073
H4 1.851 -2.341 1.493
H5 3.248 -1.466 2.175
H6 3.367 1.044 -0.260
H7 3.821 0.610 1.388
H8 2.419 -2.296 -0.647
H9 3.942 -1.385 -0.551
S1 -4.852 -5.889 1.079
C7 -3.856 -4.601 0.734
S2 -4.289 -2.959 0.981
C8 -2.783 -2.206 0.499
C9 -1.824 -3.066 0.077
S3 -0.210 -2.690 -0.488
S4 -2.268 -4.758 0.102
S5 -2.710 -0.465 0.580
N2 -2.047 3.771 -1.975
C10 -1.870 4.375 -0.745
C11 -1.481 3.386 0.103
N3 -1.419 2.196 -0.570
C12 -1.746 2.460 -1.814
C13 -1.715 1.403 -2.803
N4 -1.329 0.201 -2.451
C14 -1.394 -0.575 -3.574
C15 -1.833 0.176 -4.620
N5 -2.034 1.446 -4.119
H10 -2.277 4.238 -2.831
H11 -2.031 5.428 -0.601
H12 -1.205 3.451 1.141
H13 -1.107 -1.613 -3.542
H14 -2.012 -0.062 -5.654
H15 -2.365 2.236 -4.640

Force components x, y, z for each atom (eV/Å):
-0.3 0.1 0.5
0.1 -0.1 -0.3
0.0 0.0 0.0
0.0 0.0 0.0
0.0 0.0 0.0
0.0 0.1 0.1
0.0 0.0 0.1
0.0 0.0 0.0
0.0 0.0 0.1
0.1 0.0 -0.1
0.1 0.1 0.0
0.0 -0.1 0.1
0.2 0.0 -0.2
-0.1 0.0 0.1
0.0 0.0 0.0
0.0 0.0 0.0
0.0 0.0 0.0
0.0 0.0 0.0
0.0 0.0 0.0
0.0 0.0 0.0
0.0 0.0 0.0
0.0 0.0 0.0
0.0 0.1 -0.1
-0.1 -0.1 0.0
0.0 -0.1 0.1
0.2 -0.1 -0.1
-0.1 0.2 0.1
-0.1 -0.1 -0.2
0.0 0.0 0.1
0.1 0.1 0.0
0.1 -0.1 0.1
-0.1 0.0 0.0
0.0 0.0 0.1
0.2 0.0 -0.3
-0.1 0.0 0.1
-0.1 -0.1 0.0
0.1 0.1 0.0
0.0 -0.1 0.0
0.0 0.0 -0.1
0.0 -0.1 0.1
0.0 0.0 0.0
0.0 0.0 0.0
0.0 0.0 0.0
0.0 0.0 0.0
0.0 0.0 0.0
0.0 0.0 0.0

Results of the Mulliken charge analysis, in e, for atoms 1 through 6: Lu 1.78; O -0.32; C -0.61; C -0.84; N 0.58; C -0.69

***

[2]
Below is C15H15MgN7O4S as an isolated structure in a non-equilibrium geometry, with properties calculated with ωB97M-V/def2-TZVPD.

Charge = 0
Strongest force on any atom = 2.63 eV/A
Frontier orbital gap = 9.038 eV
Molecular weight = 413.70 g mol⁻¹
E = -50704.05750 eV

Geometry (Å):
Mg1 -0.339 0.808 1.054
O1 2.616 0.125 3.893
C1 1.555 0.297 3.298
O2 1.447 0.592 2.037
C2 0.167 0.181 3.915
C3 -0.157 -0.213 5.242
C4 -1.511 -0.214 5.607
C5 -2.489 0.296 4.758
C6 -2.110 0.612 3.435
N1 -0.816 0.534 3.099
C7 -3.025 1.072 2.327
O3 -4.191 1.411 2.467
O4 -2.334 1.008 1.207
H1 0.613 -0.558 5.936
H2 -1.834 -0.590 6.567
H3 -3.531 0.394 5.036
N2 1.720 -3.379 -1.672
C8 0.599 -2.649 -1.431
C9 0.587 -1.730 -0.373
N3 -0.443 -0.981 -0.108
C10 -1.549 -1.116 -0.895
C11 -1.536 -2.007 -1.962
N4 -0.466 -2.797 -2.190
H4 2.556 -3.184 -1.121
H5 1.757 -4.025 -2.488
H6 1.492 -1.544 0.210
H7 -2.374 -0.491 -0.629
H8 -2.372 -2.191 -2.617
C12 0.577 0.345 -5.069
C13 -0.119 1.526 -4.428
C14 0.498 1.784 -3.122
N5 -0.154 1.605 -1.994
N6 0.609 1.703 -0.875
C15 1.895 1.890 -1.165
N7 2.880 1.913 -0.258
S1 2.238 1.991 -2.923
H9 -0.034 -0.123 -5.854
H10 0.768 -0.471 -4.379
H11 1.557 0.623 -5.479
H12 -1.195 1.384 -4.219
H13 0.003 2.413 -5.001
H14 2.600 1.683 0.683
H15 3.848 2.071 -0.520

Force components x, y, z for each atom (eV/Å):
-0.1 0.0 0.3
-1.3 0.1 0.0
0.8 -0.1 -0.7
0.4 0.3 -0.6
-0.9 -0.2 2.2
0.0 -0.1 -0.9
0.3 0.4 -0.1
0.3 -0.1 -1.4
0.5 -0.2 2.4
-0.3 0.1 -0.2
0.6 0.0 -2.0
1.0 -0.4 0.3
-1.0 0.6 0.0
-0.2 0.2 -0.3
0.2 0.1 0.2
0.1 -0.1 0.1
0.6 -0.8 -0.7
-0.1 0.0 0.0
1.2 0.2 0.3
-1.3 0.0 -0.7
0.5 -0.4 -0.2
0.9 -0.4 1.1
-0.4 0.2 -0.6
-0.5 -0.3 -0.5
0.0 1.0 1.3
-0.2 -0.1 0.0
-0.4 0.2 0.0
-0.2 0.3 0.0
-0.1 -0.8 -0.9
-0.5 -0.3 0.6
-0.6 -0.7 2.5
0.5 0.5 -1.9
1.5 0.1 0.2
-0.1 -0.2 -0.7
0.0 0.3 -0.4
-1.0 0.1 1.6
0.2 0.4 0.0
-0.1 0.0 0.4
-0.3 0.0 -0.1
0.5 -0.1 -0.3
-0.1 0.7 -0.9
0.3 -0.2 0.6
-0.6 -0.1 0.3

Results of the Mulliken charge analysis, in e, for atoms 1 through 6: Mg 0.95; O -0.70; C 0.21; O -0.42; C 0.46; C -0.57

***

[3]
Below is C15H15N2O3SSnTe4 as an isolated structure, with properties calculated with ωB97M-V/def2-TZVPD.

Charge = +1
Strongest force on any atom = 0.79 eV/A
Frontier orbital gap = 5.956 eV
Molecular weight = 932.47 g mol⁻¹
E = -70757.32895 eV

Geometry (Å):
Sn1 -1.472 1.558 -1.079
Te1 -2.392 4.198 0.098
Te2 -3.245 5.442 -2.195
Te3 -5.611 4.088 -1.828
Te4 -5.022 4.025 0.853
C1 -5.111 -0.487 1.153
C2 -3.652 -0.145 1.064
O1 -3.266 0.793 0.343
N1 -2.826 -0.872 1.828
C3 -1.382 -0.676 1.874
C4 -0.719 -1.482 0.783
C5 -0.262 -2.770 1.016
C6 0.268 -3.499 -0.038
C7 0.320 -2.916 -1.293
C8 -0.160 -1.629 -1.441
N2 -0.667 -0.923 -0.428
H1 -5.643 -0.020 0.330
H2 -5.521 -0.105 2.089
H3 -5.267 -1.565 1.130
H4 -3.213 -1.630 2.367
H5 -1.013 -0.972 2.853
H6 -1.175 0.381 1.725
H7 -0.322 -3.191 2.011
H8 0.630 -4.507 0.116
H9 0.723 -3.446 -2.145
H10 -0.148 -1.131 -2.405
O2 6.182 -0.366 -2.123
C9 5.830 -0.031 -0.870
O3 6.616 -0.146 0.025
C10 4.435 0.482 -0.643
C11 4.130 0.912 0.646
C12 2.883 1.420 0.952
C13 1.910 1.509 -0.042
S1 0.372 2.280 0.386
C14 2.200 1.071 -1.329
C15 3.453 0.559 -1.625
H11 5.485 -0.193 -2.762
H12 4.902 0.844 1.401
H13 2.660 1.760 1.954
H14 1.453 1.152 -2.108
H15 3.636 0.230 -2.642

Force components x, y, z for each atom (eV/Å):
-0.2 -0.7 -0.2
0.0 0.1 0.2
-0.1 0.0 0.1
0.1 -0.1 0.0
0.0 0.1 -0.1
-0.1 0.0 0.0
0.0 0.0 0.1
0.4 -0.1 0.0
0.0 0.2 0.0
0.0 0.0 -0.3
0.1 0.0 0.1
0.1 0.0 0.0
0.0 0.0 0.0
0.1 -0.1 0.0
-0.1 0.1 0.1
-0.1 0.2 -0.2
0.0 0.0 0.0
0.0 0.0 0.0
0.0 0.0 0.0
-0.1 0.0 0.0
-0.1 0.0 0.0
0.1 0.0 0.1
0.0 0.0 0.0
0.0 0.0 0.0
0.0 0.0 0.0
0.0 0.0 0.0
0.2 -0.1 -0.1
-0.1 0.0 0.1
0.0 0.0 0.0
-0.1 0.0 0.0
0.1 0.0 0.0
0.0 -0.1 0.0
-0.2 -0.1 -0.1
0.0 0.4 0.3
0.0 0.0 0.1
0.0 0.0 0.0
-0.1 0.1 0.0
0.0 0.0 0.0
0.0 0.0 0.0
0.0 0.0 -0.1
0.0 0.0 0.0

Results of the Mulliken charge analysis, in e, for atoms 1 through 6: Sn 0.58; Te 0.27; Te 0.02; Te 0.02; Te -0.06; C -1.32

***

[4]
Below is C15H15N2O8ReS2 as an isolated structure, with properties calculated with ωB97M-V/def2-TZVPD.

Charge = +1
<S²> = 0.757
2S+1 = 2
Strongest force on any atom = 0.27 eV/A
Frontier orbital gap (alpha / beta) = 7.462 / 7.347 eV
Molecular weight = 601.63 g mol⁻¹
E = -58952.09559 eV

Geometry (Å):
Re1 -2.473 0.294 0.819
O1 2.246 3.013 -1.126
C1 1.884 2.061 -1.975
O2 2.566 1.701 -2.892
C2 0.568 1.397 -1.730
C3 0.020 0.443 -2.572
N1 -1.092 -0.031 -1.991
N2 -1.305 0.585 -0.822
C4 -0.316 1.462 -0.657
C5 -0.392 2.244 0.609
O3 0.394 3.114 0.881
O4 -1.403 1.863 1.383
H1 1.585 3.178 -0.423
H2 0.362 0.100 -3.535
H3 -1.792 -0.657 -2.369
O5 -6.025 -0.289 -2.590
S1 -4.998 0.632 -2.905
O6 -5.271 2.011 -3.063
O7 -3.660 0.159 -3.061
S2 -4.441 0.718 0.373
C6 3.585 0.841 1.450
C7 2.387 -0.052 1.336
C8 2.303 -1.014 0.327
C9 1.199 -1.836 0.193
C10 1.151 -2.874 -0.899
C11 0.116 -1.644 1.078
C12 -1.122 -2.332 0.782
O8 -2.217 -1.740 0.748
C13 0.202 -0.732 2.153
C14 -0.802 -0.682 3.285
C15 1.342 0.050 2.252
H4 4.409 0.485 0.835
H5 3.920 0.910 2.484
H6 3.333 1.851 1.121
H7 3.127 -1.123 -0.368
H8 2.074 -2.861 -1.474
H9 0.327 -2.708 -1.595
H10 1.036 -3.878 -0.485
H11 -1.142 -3.391 0.515
H12 -1.652 -1.352 3.157
H13 -1.160 0.335 3.461
H14 -0.303 -0.991 4.205
H15 1.432 0.742 3.081

Force components x, y, z for each atom (eV/Å):
0.1 -0.1 -0.2
0.2 0.0 -0.2
0.0 0.0 0.0
0.0 0.0 0.0
0.0 0.0 0.0
-0.1 0.0 0.1
0.2 -0.1 0.1
0.0 -0.1 0.0
0.0 0.0 0.0
-0.1 0.0 0.0
0.0 0.0 0.1
0.0 0.0 0.0
-0.1 0.0 0.1
0.0 0.0 0.0
0.0 0.1 0.0
0.1 0.0 -0.1
-0.1 0.0 0.2
0.1 0.0 0.0
-0.1 0.0 -0.1
-0.2 0.1 0.1
0.0 0.0 0.0
0.0 0.0 0.0
0.0 0.0 0.0
0.0 0.0 0.0
0.0 0.0 0.0
0.0 0.0 0.0
0.0 0.0 0.0
0.0 0.1 0.0
0.0 0.0 0.0
0.0 0.0 0.0
0.0 0.0 0.0
0.0 0.0 0.0
0.0 0.0 0.0
0.0 0.0 0.0
0.0 0.0 0.0
0.0 0.0 0.0
0.0 0.0 0.0
0.0 0.0 0.0
0.0 0.0 0.0
0.0 0.0 0.0
0.0 0.0 0.0
0.0 0.0 0.0
0.0 0.0 0.0

Results of the Mulliken charge analysis, in e, for atoms 1 through 6: Re 1.18; O -0.55; C 0.45; O -0.57; C 0.62; C -1.04

***

[5]
Below is C15H15N2OsS4Sb as an isolated structure, with properties calculated with ωB97M-V/def2-TZVPD.

Charge = 0
<S²> = 6.035
2S+1 = 5
Strongest force on any atom = 0.27 eV/A
Frontier orbital gap (alpha / beta) = 7.000 / 6.061 eV
Molecular weight = 663.56 g mol⁻¹
E = -71123.39045 eV

Geometry (Å):
Os1 1.703 -0.635 -0.014
S1 5.519 -2.595 2.179
Sb1 4.701 -0.673 1.480
S2 3.790 -0.928 -0.828
S3 2.208 -0.635 2.097
S4 5.422 1.409 1.713
C1 -1.758 -2.317 -3.789
C2 -0.557 -1.628 -3.707
C3 -0.084 -1.195 -2.480
C4 -0.792 -1.472 -1.304
C5 -2.003 -2.165 -1.393
C6 -2.475 -2.573 -2.628
N1 -0.238 -1.100 -0.074
C7 -1.107 -0.989 1.047
C8 -0.961 -1.845 2.132
C9 -1.801 -1.715 3.228
C10 -2.785 -0.737 3.243
C11 -2.931 0.114 2.156
C12 -2.096 -0.009 1.058
H1 -2.134 -2.647 -4.747
H2 0.012 -1.409 -4.601
H3 0.832 -0.608 -2.458
H4 -2.563 -2.392 -0.496
H5 -3.414 -3.108 -2.681
H6 -0.191 -2.605 2.107
H7 -1.684 -2.382 4.071
H8 -3.437 -0.637 4.100
H9 -3.698 0.877 2.164
H10 -2.202 0.648 0.203
C13 1.114 4.795 0.200
C14 2.205 3.921 -0.415
C15 1.768 2.553 -0.648
N2 1.459 1.465 -0.839
H11 1.519 5.786 0.392
H12 0.765 4.378 1.143
H13 0.263 4.895 -0.472
H14 3.081 3.845 0.235
H15 2.549 4.311 -1.375

Force components x, y, z for each atom (eV/Å):
-0.2 0.0 -0.1
0.1 -0.2 0.1
-0.2 0.0 -0.2
0.0 0.0 0.0
0.1 -0.1 0.2
0.0 0.3 0.0
0.0 0.0 0.0
0.0 0.0 0.0
0.0 0.0 0.0
0.0 -0.1 -0.1
0.0 0.0 0.0
0.0 0.0 0.0
0.1 0.1 0.1
0.0 0.0 0.1
0.0 0.1 0.0
0.0 0.0 0.0
0.0 0.0 0.0
0.0 0.0 0.0
0.0 0.0 0.0
0.0 0.0 0.0
0.0 0.0 0.0
0.0 0.0 0.0
0.0 0.0 0.0
0.0 0.0 0.0
0.0 0.0 0.0
0.0 0.0 0.0
0.0 0.0 0.0
0.0 0.0 0.0
0.0 0.0 0.0
0.0 0.0 0.0
0.1 -0.1 0.0
0.0 -0.1 -0.1
0.0 0.1 0.0
0.0 0.0 0.0
0.0 0.0 0.0
0.0 0.0 0.0
0.0 0.0 0.0
0.0 0.0 0.0

Results of the Mulliken charge analysis, in e, for atoms 1 through 6: Os 1.19; S -0.51; Sb 0.82; S -0.40; S -0.29; S -0.55

***

[6]
Below is C15H15N3O3W as an isolated structure in a non-equilibrium geometry, with properties calculated with ωB97M-V/def2-TZVPD.

Charge = +4
<S²> = 2.025
2S+1 = 3
Strongest force on any atom = 15.28 eV/A
Frontier orbital gap (alpha / beta) = 4.654 / 3.260 eV
Molecular weight = 469.14 g mol⁻¹
E = -28176.58586 eV

Geometry (Å):
N1 0.946 2.830 0.418
C1 0.501 3.922 0.534
C2 0.361 5.325 0.802
H1 -0.659 5.703 0.791
H2 0.931 5.908 0.086
H3 0.771 5.510 1.787
N2 2.548 -1.657 0.693
C3 3.401 -2.224 0.052
C4 4.586 -2.999 -0.008
H4 5.343 -2.595 -0.685
H5 4.356 -4.038 -0.260
H6 4.942 -2.943 1.029
N3 -2.225 -2.049 0.440
C5 -3.381 -2.051 0.546
C6 -4.739 -2.486 0.806
H7 -4.677 -3.210 1.608
H8 -5.180 -2.979 -0.056
H9 -5.413 -1.693 1.119
W1 -0.471 0.331 -0.571
C7 0.040 -2.101 2.987
O1 -0.013 -3.267 2.910
C8 1.934 0.828 2.988
O2 2.969 1.357 2.920
C9 0.434 1.449 -2.027
C10 -1.011 1.525 -2.135
C11 -1.797 0.307 -2.121
C12 -1.132 -0.976 -2.008
C13 0.301 -1.035 -1.929
C14 1.078 0.164 -1.934
H10 1.064 2.332 -2.130
H11 -1.477 2.510 -2.068
H12 -2.887 0.323 -2.047
H13 -1.680 -1.914 -2.110
H14 0.842 -1.996 -1.985
H15 2.176 0.060 -1.979
O3 -1.651 1.091 2.288
C15 -1.130 0.735 1.252

Force components x, y, z for each atom (eV/Å):
-2.5 0.2 -0.5
1.7 -1.6 0.1
-0.3 0.3 -0.1
-0.3 -0.2 0.0
0.2 0.0 -0.3
0.1 0.0 0.5
1.1 -0.8 -3.2
-2.5 1.7 3.5
0.6 -0.3 -0.5
0.0 -0.1 -0.1
0.1 -0.1 -0.1
0.3 -0.2 0.0
1.2 2.2 -0.7
-0.7 -1.2 0.4
-0.2 0.3 -0.2
0.1 -0.3 0.4
0.1 -0.1 -0.3
0.1 0.3 0.1
1.7 -0.9 8.9
-0.4 -5.3 -0.6
0.3 5.4 0.5
4.3 2.4 -0.5
-4.4 -2.3 0.4
0.8 0.6 -2.9
-0.3 0.5 -1.7
-0.6 0.1 -1.7
-0.3 -1.1 -2.9
0.6 -1.7 -2.2
1.8 0.2 -2.2
-0.2 0.0 0.4
-0.2 -0.1 -0.2
0.0 0.2 -0.2
-0.1 0.2 0.4
-0.4 0.3 0.4
-0.5 0.3 0.3
4.3 -3.0 -8.7
-5.8 4.0 13.6

Results of the Mulliken charge analysis, in e, for atoms 1 through 6: N -0.48; C 0.64; C -0.95; H 0.36; H 0.35; H 0.34

***

Among the records above, which one has the highest charge?
C15H15N3O3W

***

E of number 3 (C15H15N2O3SSnTe4)?
-70757.32895 eV

***

Among the records above, which one has the highest E?
C15H15N3O3W